Below is one molecule with the formula C3H10N2, with properties calculated with wB97M-V/def2-TZVPD.

Last column: natural (NBO) charge in e.
CARTESIAN COORDINATES (ANGSTROEM)
C  -0.0775  -0.8971  0.6276  -0.254
C  -1.1720  -0.6760  -0.3849  -0.440
C  1.5255  0.9959  0.0363  -0.428
N  1.1294  -0.4066  -0.2117  -0.643
N  -1.8393  0.6183  -0.1915  -0.888
H  1.9360  -1.0324  -0.1653  0.389
H  -2.7531  0.5510  0.2517  0.341
H  -1.9713  1.0899  -1.0766  0.354
H  0.0946  -1.9557  0.8269  0.200
H  -0.1188  -0.3149  1.5547  0.197
H  -1.8610  -1.5248  -0.4377  0.163
H  0.2824  -0.4759  -1.1021  0.375
H  1.8849  1.1342  1.0571  0.197
H  0.6365  1.6074  -0.1153  0.235
H  2.3036  1.2868  -0.6691  0.203

Its largest force on an atom is 0.0160 Eh/bohr. As for the LUMO energy: 0.03823 Eh. The energy above the lowest of the compared OMol25 structures with the same formula, charge and spin comes out at 77.9 kcal/mol. Its total charge is 0. The total energy is -229.6851 hartree. The spin multiplicity is 1.


Below is a 2-piece molecular cluster, C3H10N2 overall at a distorted geometry, with properties calculated with wB97M-V/def2-TZVPD.

Last column: natural (NBO) charge in e.
CARTESIAN COORDINATES (ANGSTROEM)
C  0.6928  -0.5487  -1.6658  -0.409
N  1.6895  -1.1222  -0.7297  -0.849
H  1.0795  -0.6436  -2.7005  0.196
H  0.2890  0.4575  -1.3461  0.174
H  -0.2404  -1.1748  -1.7277  0.172
H  1.7351  -2.1187  -0.6507  0.365
H  1.3836  -0.7137  0.1682  0.354
C  -1.8667  0.0889  0.7985  -0.548
C  -0.8931  0.7032  1.4815  0.018
N  -0.0133  1.6029  1.0485  -0.829
H  -1.8048  0.1590  -0.2989  0.188
H  -2.4735  -0.6532  1.2371  0.210
H  -0.5248  0.4010  2.5186  0.182
H  0.6187  2.0391  1.7780  0.395
H  0.3285  1.5235  0.0892  0.382

Its largest force on an atom is 0.0723 Eh/bohr. As for the LUMO energy: 0.03714 Eh. The energy above the lowest of the compared OMol25 structures with the same formula, charge and spin comes out at 43.3 kcal/mol. Its total charge is 0. As for the SMILES: C=CN.CN. The total energy is -229.7403 hartree. The spin multiplicity is 1.


Below is a 2-piece molecular cluster, C3H10N2 overall at a distorted geometry, with properties calculated with wB97M-V/def2-TZVPD.

Last column: natural (NBO) charge in e.
CARTESIAN COORDINATES (ANGSTROEM)
C  2.7508  -0.1537  -0.1449  -0.418
N  3.5775  0.3645  1.0290  -0.819
H  1.7764  -0.3855  0.2797  0.170
H  2.6427  0.7127  -0.7892  0.196
H  3.3137  -0.9931  -0.5322  0.199
H  3.1613  -0.0358  1.8623  0.336
H  3.2720  1.3281  1.1443  0.336
C  -3.3831  0.4804  -0.5394  -0.436
C  -1.3925  -0.8607  -0.1850  0.001
N  -2.0230  0.0679  -0.7714  -0.454
H  -3.6775  0.5953  0.4991  0.208
H  -3.5232  1.4680  -0.9803  0.203
H  -4.1064  -0.1792  -1.0476  0.176
H  -0.4960  -0.5649  0.3558  0.173
H  -1.8926  -1.8439  -0.1802  0.129

Its largest force on an atom is 0.0726 Eh/bohr. As for the LUMO energy: 0.01857 Eh. The energy above the lowest of the compared OMol25 structures with the same formula, charge and spin comes out at 71.4 kcal/mol. Its total charge is 0. As for the SMILES: C=NC.CN. The total energy is -229.6955 hartree. The spin multiplicity is 1.


Below is one molecule with the formula C3H10N2 at a distorted geometry, with properties calculated with wB97M-V/def2-TZVPD.

Last column: natural (NBO) charge in e.
CARTESIAN COORDINATES (ANGSTROEM)
C  1.0061  -2.0267  -0.2566  -0.616
C  0.4918  -0.6137  -0.5932  -0.216
N  -0.1984  -0.0882  0.5594  -0.657
C  -0.4201  1.3035  0.7869  -0.038
N  -0.8900  2.0388  -0.4221  -0.833
H  0.1267  -2.6629  -0.4510  0.195
H  1.2664  -2.0903  0.7945  0.217
H  1.7925  -2.4111  -0.9049  0.213
H  1.3729  -0.0418  -0.9010  0.191
H  -0.1521  -0.5384  -1.4800  0.173
H  -0.9013  -0.7200  0.8979  0.363
H  0.5551  1.7467  1.0114  0.163
H  -1.1082  1.4004  1.6285  0.166
H  -1.0951  2.9718  -0.0729  0.344
H  -1.8464  1.7320  -0.5971  0.336

Its largest force on an atom is 0.0376 Eh/bohr. As for the LUMO energy: 0.04122 Eh. The energy above the lowest of the compared OMol25 structures with the same formula, charge and spin comes out at 16.4 kcal/mol. Its total charge is 0. As for the SMILES: CCNCN. The total energy is -229.7831 hartree. The spin multiplicity is 1.


Question: Number 3 is which compound?
Answer: C3H10N2